Entry from the OMol25 dataset: a molecular structure, C6H9NO2 in a non-equilibrium geometry (ωB97M-V/def2-TZVPD).

The geometry in ORCA input format:
```
! RIJCOSX wB97M-V def2-TZVPD def2/J DEFGRID3
* xyz 0 1
C -0.686 -0.620 0.278
C -2.052 -0.025 0.531
C 2.029 -1.104 -0.352
C 0.104 0.643 -0.950
C 1.046 -0.126 0.198
N -0.144 1.980 -0.653
C 0.310 -0.410 1.378
O 0.196 0.244 -2.107
O 0.263 -0.094 2.541
H -0.759 -1.647 -0.069
H 0.123 2.309 0.266
H -0.090 2.582 -1.462
H -2.006 0.975 0.960
H -2.625 0.018 -0.396
H -2.569 -0.663 1.254
H 1.579 -2.046 -0.679
H 2.721 -1.344 0.464
H 2.558 -0.671 -1.203
*
```

Orbital gap: 0.3199 Eh
LUMO energy: 0.06 eV
Energy: -439.122940 Eh

=====

Entry from the OMol25 dataset: a molecular structure, C6H9NO2 in a non-equilibrium geometry (ωB97M-V/def2-TZVPD).

The geometry in ORCA input format:
```
! RIJCOSX wB97M-V def2-TZVPD def2/J DEFGRID3
* xyz 0 1
C -1.521 0.819 -0.801
C -0.497 0.578 -0.242
C -2.580 1.254 -1.610
C 2.336 0.259 0.166
C 0.666 -1.259 1.293
C 1.054 0.100 0.896
N 0.863 1.131 1.913
O 0.296 0.866 2.948
O 1.258 2.253 1.593
H -2.610 2.228 -1.930
H -3.500 0.838 -0.986
H -2.553 0.487 -2.532
H 2.254 -0.165 -0.821
H 3.203 -0.310 0.812
H 2.429 1.357 0.123
H -0.109 -1.153 1.971
H 0.342 -1.843 0.436
H 1.539 -1.758 1.756
*
```

Orbital gap: 0.3402 Eh
LUMO energy: -0.48 eV
Energy: -438.996340 Eh

=====

Entry from the OMol25 dataset: a molecular structure, C6H9NO2 in a non-equilibrium geometry (ωB97M-V/def2-TZVPD).

The geometry in ORCA input format:
```
! RIJCOSX wB97M-V def2-TZVPD def2/J DEFGRID3
* xyz 0 1
C -2.182 -1.139 0.044
C 2.054 1.550 0.003
C 0.903 -1.570 -0.128
N -1.157 -0.137 -0.057
C -1.214 1.456 -0.024
C 0.668 1.020 0.079
C 0.179 -0.279 0.010
O -0.263 1.839 0.831
O -2.155 2.065 -0.440
H -3.127 -0.677 -0.237
H -1.969 -1.978 -0.625
H -2.261 -1.521 1.066
H 2.042 2.639 -0.037
H 2.642 1.255 0.875
H 2.556 1.182 -0.893
H 0.474 -2.191 -0.914
H 1.951 -1.391 -0.363
H 0.859 -2.124 0.812
*
```

Orbital gap: 0.2985 Eh
LUMO energy: 0.69 eV
Energy: -439.176926 Eh

=====

Entry from the OMol25 dataset: 2 unconnected molecules or ions with the total composition C6H9NO2S in a non-equilibrium geometry (ωB97M-V/def2-TZVPD).

The geometry in ORCA input format:
```
! RIJCOSX wB97M-V def2-TZVPD def2/J DEFGRID3
* xyz 0 1
C -0.226 1.367 0.079
C 0.333 0.269 0.142
C -2.758 -0.040 -1.007
C -0.752 2.727 -0.266
C 1.332 -1.351 1.491
C 1.952 -1.132 -0.918
N 1.064 -0.772 0.197
O -2.588 -0.027 -2.152
O -3.822 -1.323 0.997
S -2.748 -0.380 0.565
H 0.070 3.264 -0.581
H -1.261 3.205 0.545
H -1.555 2.581 -0.981
H 0.695 -1.282 2.299
H 1.362 -2.495 1.421
H 2.289 -0.930 1.884
H 1.425 -1.349 -1.859
H 2.688 -0.310 -1.026
H 2.501 -2.022 -0.830
*
```

Orbital gap: 0.2685 Eh
LUMO energy: -0.64 eV
Energy: -837.250424 Eh

=====

Entry from the OMol25 dataset: 2 unconnected molecules or ions with the total composition C6H9NO3 in a non-equilibrium geometry (ωB97M-V/def2-TZVPD).

The geometry in ORCA input format:
```
! RIJCOSX wB97M-V def2-TZVPD def2/J DEFGRID3
* xyz 0 1
N 2.503 1.308 0.970
C 1.666 0.642 0.504
C 0.561 -0.271 0.302
O 0.681 -1.237 -0.729
C 0.451 -1.718 0.586
C -1.040 -1.593 0.878
C -0.931 -0.057 0.607
C -1.766 0.553 -0.497
O -3.117 0.570 -0.069
H 1.193 -2.392 1.012
H -1.296 -1.821 1.918
H -1.687 -2.164 0.199
H -1.051 0.511 1.538
H -1.662 -0.044 -1.416
H -1.416 1.577 -0.707
H -3.691 0.806 -0.802
O 3.825 1.636 -1.640
H 3.854 1.938 -0.674
H 2.922 1.759 -1.980
*
```

Structure (SMILES): N#C[C@@]12O[C@@H]1C[C@@H]2CO.O
Orbital gap: 0.4091 Eh
LUMO energy: 0.56 eV
Energy: -514.403630 Eh

=====

Entry from the OMol25 dataset: 2 unconnected molecules or ions with the total composition C6H9NO4S in a non-equilibrium geometry (ωB97M-V/def2-TZVPD).

The geometry in ORCA input format:
```
! RIJCOSX wB97M-V def2-TZVPD def2/J DEFGRID3
* xyz 0 1
C -2.602 -0.902 -3.749
C -1.337 -1.345 -3.631
C -2.636 0.445 -3.000
C -0.628 -0.376 -2.701
C 1.316 -0.251 2.626
C 0.423 0.730 1.883
N -1.354 0.618 -2.396
O 0.336 3.200 1.089
O 1.117 1.398 -0.430
O -3.558 1.216 -3.011
O 0.635 -0.470 -2.370
S 1.396 1.915 0.888
H -3.434 -1.154 -4.281
H -0.996 -2.100 -4.335
H 1.904 -0.959 2.109
H 2.106 0.159 3.342
H 0.885 -0.965 3.300
H -0.089 1.317 2.697
H -0.046 0.096 1.079
H 0.800 3.933 1.482
H 0.654 0.383 -1.771
*
```

Orbital gap: 0.3474 Eh
LUMO energy: -0.21 eV
Energy: -987.845206 Eh

=====

Entry from the OMol25 dataset: a single C6H9NOSSi molecule in a non-equilibrium geometry (ωB97M-V/def2-TZVPD).

The geometry in ORCA input format:
```
! RIJCOSX wB97M-V def2-TZVPD def2/J DEFGRID3
* xyz 0 1
C 2.285 1.488 0.691
Si 1.084 1.700 -0.761
C -0.839 0.771 -0.476
S -2.298 1.551 -0.007
C -3.078 0.016 0.172
C -2.308 -1.090 -0.042
C -0.927 -0.601 -0.229
C 0.299 -1.339 -0.349
N 0.373 -2.712 -0.090
O 1.344 -0.883 -0.830
H 3.247 1.044 0.449
H 2.493 2.415 1.127
H 1.956 0.872 1.426
H 0.874 3.233 -0.335
H 1.307 1.559 -2.169
H -4.133 0.097 0.551
H -2.565 -2.085 0.241
H -0.369 -3.017 0.517
H 1.255 -3.019 0.116
*
```

Structure (SMILES): C[SiH2]c1sccc1C(N)=O
Orbital gap: 0.3524 Eh
LUMO energy: 0.44 eV
Energy: -1051.669169 Eh

=====

Entry from the OMol25 dataset: a single C6H9NOSi molecule in a non-equilibrium geometry (ωB97M-V/def2-TZVPD).

The geometry in ORCA input format:
```
! RIJCOSX wB97M-V def2-TZVPD def2/J DEFGRID3
* xyz 0 1
C -1.769 -0.988 -0.088
C -1.822 0.330 -0.218
C 0.683 -1.358 0.054
C 0.470 1.134 0.585
C -0.624 -1.951 0.157
C -0.765 1.407 -0.205
N 1.878 -1.505 -0.135
O 2.752 -0.488 -0.095
Si 2.192 1.127 -0.064
H -2.708 -1.523 -0.173
H -2.813 0.736 -0.388
H -0.731 -2.363 1.170
H -0.726 -2.791 -0.545
H -0.510 1.630 -1.249
H -1.248 2.305 0.202
H 2.242 1.581 -1.454
H 0.291 1.013 1.644
H 3.208 1.705 0.801
*
```

Orbital gap (spin up / spin down): 0.2932 / 0.2933 Eh
LUMO energy (spin up / spin down): 0.04 / 0.04 eV
Energy: -653.354700 Eh

=====

Entry from the OMol25 dataset: a single C6H9NS molecule in a non-equilibrium geometry (ωB97M-V/def2-TZVPD).

The geometry in ORCA input format:
```
! RIJCOSX wB97M-V def2-TZVPD def2/J DEFGRID3
* xyz 0 1
C 2.039 0.729 1.257
C 0.988 1.185 0.338
C -0.221 0.636 0.296
C -1.138 0.608 -0.896
C -1.892 -0.803 -0.956
N -1.082 -1.841 -0.411
C 0.037 -1.801 0.005
S 1.376 -2.675 0.555
H 2.925 1.469 1.216
H 2.127 -0.315 0.851
H 1.531 0.610 2.227
H 1.281 1.826 -0.587
H -0.605 -0.074 1.064
H -0.492 0.734 -1.729
H -1.749 1.422 -0.918
H -2.888 -0.830 -0.345
H -2.237 -0.880 -1.968
*
```

Structure (SMILES): C/C=C/CCN=C=S
Orbital gap: 0.3264 Eh
LUMO energy: -0.08 eV
Energy: -686.858135 Eh

=====

Entry from the OMol25 dataset: a single C6H9NS molecule in a non-equilibrium geometry (ωB97M-V/def2-TZVPD).

The geometry in ORCA input format:
```
! RIJCOSX wB97M-V def2-TZVPD def2/J DEFGRID3
* xyz 0 1
C -2.912 -1.108 0.074
C -1.787 0.066 -0.067
C -0.582 -0.401 -0.131
N 0.794 0.011 -0.289
C 1.215 1.330 0.190
C 2.642 1.033 -0.014
C 2.067 -0.481 -0.310
S 2.559 -2.023 0.022
H -3.791 -1.278 0.933
H -3.611 -0.959 -0.886
H -2.417 -2.167 -0.017
H -1.840 1.128 -0.458
H -0.388 -1.525 0.002
H 0.686 2.379 -0.390
H 1.048 1.330 1.460
H 3.290 1.164 0.811
H 3.027 1.501 -0.930
*
```

Structure (SMILES): C/C=C/N1CCC1=S
Orbital gap: 0.3215 Eh
LUMO energy: 0.23 eV
Energy: -686.787344 Eh

=====

Entry from the OMol25 dataset: a molecular structure, C6H9NS in a non-equilibrium geometry (ωB97M-V/def2-TZVPD).

The geometry in ORCA input format:
```
! RIJCOSX wB97M-V def2-TZVPD def2/J DEFGRID3
* xyz 0 1
C 0.704 -0.503 -2.152
C 0.139 -1.045 -0.792
C 0.072 -0.329 0.542
C 0.732 1.019 0.795
C -1.235 -0.452 1.221
C -2.258 -0.346 1.898
H 1.806 -0.256 -2.170
H 0.027 -1.214 -3.352
H -0.027 0.609 -2.070
H -0.627 -1.650 -0.934
H 1.743 -1.039 0.244
H 1.770 1.160 0.387
H 1.042 0.853 1.928
H -1.239 1.975 1.067
H -3.268 0.360 2.550
N 0.902 -1.493 0.494
S -0.281 2.351 0.344
*
```

Orbital gap: 0.3546 Eh
LUMO energy: 0.52 eV
Energy: -686.659653 Eh

=====

Entry from the OMol25 dataset: a single C6H9NS molecule in a non-equilibrium geometry (ωB97M-V/def2-TZVPD).

The geometry in ORCA input format:
```
! RIJCOSX wB97M-V def2-TZVPD def2/J DEFGRID3
* xyz 0 1
C 0.942 0.046 -2.322
C 0.381 0.450 -1.181
C -0.272 1.775 -0.896
N -1.147 1.465 0.228
C -0.443 0.493 1.075
C -1.383 -0.275 1.995
C 0.308 -0.358 0.048
S 0.925 -1.834 0.316
H 0.951 0.670 -3.199
H 1.381 -0.948 -2.403
H -0.845 2.162 -1.773
H 0.481 2.562 -0.650
H -1.422 2.285 0.739
H 0.311 0.970 1.648
H -2.125 -0.804 1.415
H -0.827 -1.018 2.572
H -1.879 0.410 2.699
*
```

Structure (SMILES): C=C1CN[C@@H](C)C1=S
Orbital gap: 0.2924 Eh
LUMO energy: -0.67 eV
Energy: -686.926482 Eh

=====

Entry from the OMol25 dataset: a molecular structure, C6H9NS in a non-equilibrium geometry (ωB97M-V/def2-TZVPD).

The geometry in ORCA input format:
```
! RIJCOSX wB97M-V def2-TZVPD def2/J DEFGRID3
* xyz 0 1
C 2.499 -0.743 -0.382
C 1.226 -0.337 0.408
C -0.203 -1.013 0.204
C -1.738 1.059 -0.067
C -2.888 0.374 -0.076
C 0.595 0.855 0.117
H 3.604 -0.500 0.325
H 2.375 -0.041 -1.506
H 2.271 -1.989 -0.516
H 1.310 -0.339 1.543
H -0.468 -1.579 -0.694
H -0.434 -1.217 1.234
H -1.704 2.128 -0.501
H -3.679 1.203 -0.379
H -3.295 -0.646 -0.030
N -0.703 0.397 0.231
S 1.232 2.387 0.088
*
```

Orbital gap: 0.3018 Eh
LUMO energy: -0.01 eV
Energy: -686.757604 Eh

=====

Entry from the OMol25 dataset: a single C6H9NS molecule in a non-equilibrium geometry (ωB97M-V/def2-TZVPD).

The geometry in ORCA input format:
```
! RIJCOSX wB97M-V def2-TZVPD def2/J DEFGRID3
* xyz 0 1
C -2.650 -0.299 0.503
C -1.397 -0.284 0.282
C -0.064 0.066 -0.162
C -0.176 1.632 -0.355
N -0.449 2.134 0.938
S 0.968 -0.697 -1.516
C 1.028 -0.460 0.303
C 1.145 -1.575 1.237
H -3.854 -0.125 0.466
H 0.755 1.852 -0.736
H -1.070 1.764 -1.062
H -1.143 1.394 1.632
H 0.560 2.483 1.554
H 1.728 0.440 0.432
H 0.692 -1.352 2.362
H 0.596 -2.661 0.865
H 2.081 -2.066 1.324
*
```

Structure (SMILES): C#C[C@]1(CN)S[C@@H]1C
Orbital gap: 0.3401 Eh
LUMO energy: 0.65 eV
Energy: -686.713791 Eh

=====

Entry from the OMol25 dataset: 2 unconnected molecules or ions with the total composition C6H9O2 in a non-equilibrium geometry (ωB97M-V/def2-TZVPD).

The geometry in ORCA input format:
```
! RIJCOSX wB97M-V def2-TZVPD def2/J DEFGRID3
* xyz -1 1
O -1.949 0.743 1.173
C -1.912 0.273 0.035
O -2.813 0.134 -0.836
C -0.564 -0.350 -0.466
C 0.599 0.074 0.313
C 1.927 -0.288 0.071
C 1.855 -1.709 0.337
C 3.018 0.409 -0.414
H -0.391 0.056 -1.475
H -0.695 -1.426 -0.579
H 0.419 1.094 0.649
H -0.907 2.769 -0.590
H 0.938 -2.149 0.717
H 2.735 -2.154 0.788
H 4.045 0.257 -0.137
H 2.829 1.397 -0.866
H -0.309 3.193 -0.618
*
```

Orbital gap: 0.2213 Eh
LUMO energy: 2.39 eV
Energy: -384.359896 Eh

=====

Entry from the OMol25 dataset: 2 unconnected molecules or ions with the total composition C6H9O3P in a non-equilibrium geometry (ωB97M-V/def2-TZVPD).

The geometry in ORCA input format:
```
! RIJCOSX wB97M-V def2-TZVPD def2/J DEFGRID3
* xyz 0 1
C 1.345 -0.247 -1.488
C 0.482 0.437 -0.378
C 0.103 1.997 -0.998
C -0.580 -0.152 0.482
C 0.643 0.398 1.199
P 1.846 -1.140 1.613
O 2.291 -0.967 3.019
H 2.068 -1.149 -1.263
H 1.912 0.491 -1.829
H 0.611 -0.561 -2.268
H -0.445 2.524 -0.141
H -0.536 2.279 -1.876
H 1.036 2.650 -1.215
H -1.491 0.447 0.445
H -0.692 -1.223 0.605
H 0.661 1.074 2.040
O -0.645 -0.191 4.292
C -0.614 -1.274 4.681
O -0.685 -2.351 5.137
*
```

Structure (SMILES): CC1(C)C[C@H]1P=O.O=C=O
Orbital gap: 0.3071 Eh
LUMO energy: -0.69 eV
Energy: -801.028545 Eh

=====

Entry from the OMol25 dataset: a single C6HF5 molecule in a non-equilibrium geometry (ωB97M-V/def2-TZVPD).

The geometry in ORCA input format:
```
! RIJCOSX wB97M-V def2-TZVPD def2/J DEFGRID3
* xyz 0 1
F -0.091 0.691 -2.647
C -0.053 0.330 -1.349
C 1.160 0.012 -0.795
C 1.250 -0.343 0.566
F 2.447 -0.703 1.061
C 0.101 -0.339 1.331
F 0.141 -0.611 2.669
C -1.134 -0.058 0.756
F -2.241 -0.051 1.524
C -1.201 0.300 -0.605
F -2.438 0.650 -1.108
H 2.061 0.123 -1.402
*
```

Structure (SMILES): Fc1cc(F)c(F)c(F)c1F
Orbital gap: 0.3862 Eh
LUMO energy: 0.39 eV
Energy: -728.532030 Eh